# 1
Entry from the Open Molecules 2025 dataset: a cluster of 8 separate species, C52H124F3N7O11S in total (ωB97M-V/def2-TZVPD).

Element x y z (Å)
C1 5.062 -1.989 -1.896
C2 4.639 -3.075 -0.929
C3 3.475 -3.943 -1.421
C4 2.931 -4.694 -0.143
N1 1.678 -5.545 -0.508
C5 0.964 -6.228 0.728
C6 -0.573 -6.347 0.430
C7 -0.822 -5.339 -0.722
C8 0.527 -4.637 -1.074
C9 1.987 -6.778 -1.396
H1 5.999 -1.600 -1.497
H2 4.435 -1.100 -1.828
H3 5.209 -2.321 -2.924
H4 4.451 -2.717 0.083
H5 5.572 -3.609 -0.750
H6 3.813 -4.710 -2.118
H7 2.801 -3.183 -1.816
H8 2.693 -4.040 0.696
H9 3.714 -5.421 0.072
H10 1.285 -7.249 0.935
H11 1.155 -5.621 1.614
H12 -0.784 -7.369 0.116
H13 -0.918 -6.032 1.415
H14 -1.273 -5.825 -1.587
H15 -1.577 -4.600 -0.452
H16 0.777 -4.558 -2.132
H17 0.662 -3.744 -0.463
H18 2.202 -6.551 -2.440
H19 1.135 -7.457 -1.363
H20 2.978 -7.173 -1.167
C10 4.754 5.310 0.157
C11 4.356 3.840 -0.032
C12 4.970 3.146 -1.368
C13 3.940 2.667 -2.503
N2 4.517 2.552 -4.009
C14 3.592 1.761 -5.032
C15 4.127 0.297 -4.950
C16 5.653 0.488 -4.770
C17 5.813 1.740 -3.905
C18 4.706 4.032 -4.521
H21 4.364 5.538 1.149
H22 4.239 5.927 -0.580
H23 5.805 5.585 0.068
H24 3.274 3.717 0.030
H25 4.656 3.162 0.767
H26 5.547 2.247 -1.153
H27 5.590 3.842 -1.934
H28 3.131 3.398 -2.496
H29 3.572 1.668 -2.267
H30 3.619 2.195 -6.032
H31 2.592 1.881 -4.616
H32 3.990 -0.465 -5.717
H33 3.726 -0.133 -4.032
H34 6.019 0.713 -5.772
H35 6.161 -0.405 -4.405
H36 6.622 2.438 -4.118
H37 5.991 1.338 -2.908
H38 5.396 4.093 -5.362
H39 5.035 4.655 -3.689
H40 3.701 4.297 -4.851
C19 -0.693 -4.404 -9.145
C20 -0.910 -3.195 -8.218
C21 -2.039 -3.473 -7.239
C22 -2.229 -2.251 -6.240
N3 -3.194 -2.513 -5.008
C23 -3.633 -1.267 -4.126
C24 -2.644 -0.966 -3.013
C25 -1.815 -2.161 -3.025
C26 -2.490 -3.263 -3.893
C27 -4.480 -3.277 -5.377
H41 -1.617 -4.762 -9.598
H42 -0.468 -5.229 -8.468
H43 0.119 -4.259 -9.858
H44 -1.090 -2.286 -8.791
H45 0.006 -2.850 -7.738
H46 -1.820 -4.339 -6.615
H47 -3.020 -3.577 -7.703
H48 -2.726 -1.501 -6.856
H49 -1.299 -1.815 -5.875
H50 -4.637 -1.398 -3.722
H51 -3.653 -0.469 -4.868
H52 -3.140 -0.759 -2.065
H53 -2.047 -0.096 -3.288
H54 -1.764 -2.691 -2.074
H55 -0.779 -1.897 -3.237
H56 -3.220 -3.922 -3.423
H57 -1.727 -3.842 -4.414
H58 -5.089 -3.579 -4.524
H59 -4.225 -4.153 -5.974
H60 -5.198 -2.609 -5.852
C28 -2.782 2.763 1.501
O1 -3.960 3.380 1.934
C29 -4.315 2.927 3.277
C30 -5.698 3.507 3.571
N4 -6.724 3.281 2.421
H61 -6.201 3.395 1.565
H62 -6.988 2.307 2.441
C31 -8.040 4.140 2.426
C32 -8.846 3.668 1.304
O2 -8.013 3.660 0.088
C33 -8.360 2.765 -1.046
H63 -2.764 1.674 1.485
H64 -2.019 3.141 2.181
H65 -2.436 3.138 0.538
H66 -3.546 3.215 3.994
H67 -4.262 1.839 3.320
H68 -5.788 4.584 3.708
H69 -6.149 3.099 4.475
H70 -7.716 5.175 2.312
H71 -8.487 3.893 3.389
H72 -9.635 4.411 1.187
H73 -9.454 2.794 1.538
H74 -8.071 1.741 -0.811
H75 -7.945 3.204 -1.953
H76 -9.440 2.730 -1.185
C34 -9.566 -3.819 0.286
O3 -8.334 -3.226 -0.198
C35 -8.334 -1.916 -0.761
C36 -6.948 -1.327 -0.601
N5 -6.384 -1.660 0.761
H77 -6.920 -1.172 1.464
H78 -6.396 -2.653 0.946
C37 -4.966 -1.103 0.810
C38 -4.240 -1.115 2.156
O4 -3.822 -2.430 2.576
C39 -2.683 -2.972 1.833
H79 -9.422 -4.898 0.223
H80 -10.487 -3.587 -0.249
H81 -9.670 -3.428 1.298
H82 -8.916 -1.287 -0.088
H83 -8.860 -1.750 -1.701
H84 -7.006 -0.243 -0.697
H85 -6.295 -1.700 -1.390
H86 -4.979 -0.040 0.570
H87 -4.485 -1.774 0.098
H88 -4.828 -0.663 2.955
H89 -3.357 -0.487 2.035
H90 -2.630 -2.651 0.793
H91 -2.881 -4.033 1.687
H92 -1.759 -2.885 2.405
C40 -0.961 8.844 4.821
O5 0.225 9.345 4.192
C41 1.429 8.522 4.369
C42 1.621 7.354 3.438
N6 1.404 7.850 2.039
H93 0.422 7.911 1.811
H94 1.590 8.842 2.011
C43 2.166 7.215 0.837
C44 1.561 5.894 0.561
O6 1.751 5.036 1.617
C45 0.834 3.949 1.659
H95 -1.086 7.856 4.378
H96 -1.796 9.335 4.321
H97 -0.901 8.867 5.909
H98 1.447 8.307 5.437
H99 2.164 9.320 4.268
H100 0.852 6.582 3.485
H101 2.643 6.989 3.340
H102 3.214 7.223 1.138
H103 1.997 7.861 -0.024
H104 2.035 5.447 -0.313
H105 0.493 6.100 0.487
H106 0.321 3.541 0.788
H107 0.090 4.190 2.419
H108 1.428 3.139 2.080
C46 8.540 -4.086 9.103
O7 7.684 -3.393 8.115
C47 7.418 -2.073 8.410
C48 6.798 -1.221 7.289
N7 5.817 -2.066 6.453
H109 5.833 -3.071 6.555
H110 4.901 -1.753 6.740
C49 5.948 -1.573 4.992
C50 4.965 -2.300 4.120
O8 3.699 -1.921 4.586
C51 2.648 -1.903 3.677
H111 8.230 -4.229 10.138
H112 9.563 -3.720 9.016
H113 8.533 -5.124 8.770
H114 8.374 -1.630 8.691
H115 6.856 -1.930 9.333
H116 7.576 -0.872 6.609
H117 6.310 -0.383 7.786
H118 6.914 -1.913 4.620
H119 5.839 -0.491 5.063
H120 5.122 -3.377 4.178
H121 5.098 -2.000 3.081
H122 1.710 -1.709 4.196
H123 2.703 -2.884 3.207
H124 2.781 -1.072 2.985
C52 1.145 -0.081 -0.975
F1 1.624 -1.166 -1.556
F2 2.256 0.602 -0.606
F3 0.522 0.724 -1.798
S1 0.014 -0.442 0.482
O9 -0.052 0.848 1.177
O10 -1.338 -0.728 -0.071
O11 0.697 -1.449 1.316

The highest occupied orbital energy (alpha / beta) is -10.8460 / -17.4168 eV. The electronic energy is -3962.2873 hartree. As for the spin multiplicity: 2. The energy above the lowest of the compared OMol25 structures with the same formula, charge and spin comes out at 57.8 kJ/mol. The charge is +5. The expectation value of S² is 0.751. The LUMO energy (alpha / beta) is -8.26 / -8.28 eV. The gap between HOMO and LUMO (alpha / beta) comes out at 2.584 / 9.141 eV.

---

# 2
Entry from the Open Molecules 2025 dataset: an isolated molecule of C5H6N2O2 (ωB97M-V/def2-TZVPD).

Element x y z (Å)
O1 -1.093 1.523 -0.050
C1 -0.791 0.180 -0.024
C2 0.988 0.146 -0.072
C3 1.961 1.145 0.080
N1 3.148 0.390 0.146
N2 2.894 -0.831 0.089
O2 1.542 -1.043 -0.016
C4 -1.472 -0.721 0.883
C5 -1.582 -0.902 -0.631
H1 -0.776 2.117 -0.782
H2 1.919 2.150 -0.052
H3 -2.449 -0.225 1.281
H4 -1.094 -1.511 1.527
H5 -0.959 -1.773 -0.961
H6 -2.237 -0.645 -1.419

As for the SMILES: OC1(c2cnno2)CC1. The highest occupied orbital energy is -9.9475 eV. The electronic energy is -453.9536 hartree. The energy above the lowest of the compared OMol25 structures with the same formula, charge and spin comes out at 474.1 kJ/mol. The LUMO energy is 0.55 eV. The gap between HOMO and LUMO comes out at 10.497 eV.

---

# 3
Entry from the Open Molecules 2025 dataset: a structure of composition C5H7N2O (ωB97M-V/def2-TZVPD).

Element x y z (Å)
C1 -1.128 -0.503 0.098
C2 -3.251 0.108 -0.077
C3 -2.447 -1.041 -0.206
C4 0.336 0.657 0.690
C5 1.441 1.175 -0.271
N1 -1.010 0.791 0.233
N2 0.114 -0.871 0.394
O1 -4.054 0.894 0.070
H1 -2.480 -1.502 -1.194
H2 -2.811 -1.877 0.480
H3 0.741 0.825 1.717
H4 1.677 2.173 -0.228
H5 1.249 1.169 -1.348
H6 2.286 0.568 -0.155
H7 0.504 -1.719 0.450

The highest occupied orbital energy is -13.7437 eV. The electronic energy is -379.0859 hartree. The energy above the lowest of the compared OMol25 structures with the same formula, charge and spin comes out at 306.7 kJ/mol. The charge is +1. The LUMO energy is -5.27 eV. The gap between HOMO and LUMO comes out at 8.472 eV.

---

# 4
Entry from the Open Molecules 2025 dataset: a cluster of 2 separate species, C4H7I in total (ωB97M-V/def2-TZVPD).

Element x y z (Å)
C1 -0.331 1.375 -0.220
C2 0.036 0.124 0.571
C3 -1.198 0.223 -0.274
C4 1.178 -0.791 0.230
I1 -3.208 -0.091 -0.058
H1 -0.843 2.228 0.384
H2 0.368 1.513 -1.071
H3 -0.108 0.345 1.644
H4 -0.155 -1.646 -1.645
H5 1.693 -0.571 -0.728
H6 0.703 -1.889 0.090
H7 1.866 -0.820 1.077

The highest occupied orbital energy (alpha / beta) is -8.0995 / -9.3922 eV. The electronic energy is -454.0736 hartree. The energy above the lowest of the compared OMol25 structures with the same formula, charge and spin comes out at 476.4 kJ/mol. The LUMO energy (alpha / beta) is -0.47 / -0.30 eV. The gap between HOMO and LUMO (alpha / beta) comes out at 7.626 / 9.088 eV.